{
  "formula": "C31H12F4N8NaO2S2",
  "method": "ωB97M-V/def2-TZVPD",
  "species": ["Na", "O", "C", "N", "C", "O", "C", "C", "C", "C", "C", "N", "C", "C", "C", "C", "C", "N", "H", "H", "H", "H", "H", "H", "H", "H", "S", "C", "N", "C", "C", "C", "C", "C", "C", "S", "H", "H", "H", "H", "F", "C", "C", "F", "C", "C", "C", "F", "C", "C", "C", "N", "C", "N", "F", "C", "C", "N", "C", "N"],
  "coordinates": [[-0.0968, 0.0693, -0.1784], [1.2752, -0.5662, 3.9899], [0.7812, -0.2209, 2.9259], [1.3008, -0.2120, 1.6734], [2.5909, -0.5914, 1.4944], [3.4386, -0.9369, 2.3047], [3.0383, -0.5508, 0.0252], [4.3908, -0.7305, -0.2492], [4.8233, -0.6814, -1.5608], [3.8927, -0.4597, -2.5664], [2.5666, -0.3018, -2.2030], [2.1418, -0.3464, -0.9408], [-0.6649, 0.2889, 2.9819], [-1.2531, 0.4683, 4.2302], [-2.5543, 0.9299, 4.2978], [-3.2369, 1.1941, 3.1186], [-2.5757, 0.9806, 1.9217], [-1.3204, 0.5409, 1.8493], [5.0578, -0.9019, 0.5829], [5.8713, -0.8103, -1.8020], [4.1828, -0.4049, -3.6068], [1.8117, -0.1251, -2.9613], [-0.6666, 0.2378, 5.1074], [-3.0350, 1.0852, 5.2559], [-4.2548, 1.5597, 3.1253], [-3.0701, 1.1752, 0.9756], [-1.3735, -3.0866, 0.5253], [-1.1499, -2.9056, -1.1235], [-0.9397, -1.7540, -1.7453], [-0.8174, -1.9373, -3.0852], [-0.5995, -0.9022, -4.0166], [-0.4784, -1.2180, -5.3432], [-0.5753, -2.5587, -5.7733], [-0.7955, -3.5891, -4.8892], [-0.9187, -3.2770, -3.5326], [-1.1903, -4.3011, -2.1876], [-0.5307, 0.1212, -3.6748], [-0.3035, -0.4255, -6.0582], [-0.4744, -2.7808, -6.8279], [-0.8705, -4.6121, -5.2324], [-2.2181, 4.5701, -1.6615], [-2.2219, 5.1914, -2.8479], [-2.8665, 6.3865, -2.9365], [-3.4486, 6.8605, -1.8320], [-2.9536, 7.1376, -4.1395], [-2.2969, 6.5168, -5.2356], [-1.6529, 5.3213, -5.1430], [-1.0664, 4.8424, -6.2471], [-1.5695, 4.5710, -3.9433], [-0.9078, 3.3287, -3.8487], [-0.7767, 2.5918, -2.6464], [-0.5995, 1.9293, -1.7187], [-0.3239, 2.6542, -4.9541], [0.1522, 2.0215, -5.7938], [-2.3016, 7.1269, -6.4240], [-3.6253, 8.3701, -4.2361], [-4.2829, 8.9949, -3.1405], [-4.8396, 9.5601, -2.3043], [-3.7216, 9.1190, -5.4418], [-3.8443, 9.7799, -6.3781]],
  "atomic_forces_ev_per_a": [[-0.03, 0.17, 0.01], [-0.01, 0.01, 0.00], [-0.03, 0.00, -0.01], [0.14, -0.15, 0.09], [-0.03, 0.00, -0.04], [0.00, 0.01, 0.02], [-0.02, 0.00, 0.05], [0.01, 0.00, -0.02], [-0.01, 0.00, -0.01], [0.00, 0.00, 0.02], [0.07, -0.02, -0.02], [0.01, 0.02, -0.07], [0.04, -0.02, -0.02], [-0.03, 0.01, -0.01], [0.01, 0.00, 0.00], [0.01, 0.00, 0.01], [-0.01, 0.01, 0.06], [-0.11, 0.03, -0.10], [0.00, 0.00, 0.00], [0.00, 0.00, 0.01], [-0.01, 0.00, 0.00], [-0.01, 0.01, 0.00], [0.01, 0.00, 0.00], [0.01, 0.00, 0.00], [0.00, 0.00, -0.02], [0.00, 0.01, 0.00], [0.04, 0.07, 0.09], [-0.01, 0.00, 0.04], [-0.04, -0.07, -0.02], [0.03, 0.09, -0.01], [0.00, 0.00, -0.03], [0.00, -0.05, 0.00], [0.01, 0.06, -0.04], [-0.02, -0.04, 0.08], [0.02, 0.08, -0.09], [0.00, -0.10, -0.03], [-0.01, -0.03, 0.04], [0.00, -0.01, 0.00], [0.00, 0.00, 0.00], [0.00, 0.00, 0.00], [0.00, 0.00, 0.00], [0.03, -0.04, 0.00], [-0.02, 0.03, -0.01], [0.00, 0.00, 0.00], [0.02, -0.04, 0.01], [-0.02, 0.03, 0.00], [0.01, -0.03, 0.00], [0.00, 0.00, 0.00], [-0.04, 0.06, 0.02], [-0.02, -0.02, -0.02], [0.07, 0.11, 0.08], [-0.06, -0.14, -0.01], [-0.03, -0.01, -0.05], [0.03, 0.00, 0.01], [0.00, 0.00, 0.00], [0.02, -0.02, -0.01], [-0.03, 0.01, 0.03], [0.01, 0.00, 0.00], [-0.01, 0.02, -0.03], [0.00, 0.00, 0.00]],
  "mulliken_charge": [1.306, -0.698, 0.093, -0.263, 0.026, -0.695, 0.483, -0.737, -0.198, -0.980, -0.133, 0.056, 0.431, -0.687, -0.264, -0.769, -0.186, -0.114, 0.479, 0.410, 0.417, 0.450, 0.490, 0.404, 0.379, 0.459, -0.131, 0.153, -0.103, -0.636, 0.527, -0.555, -0.455, -0.611, 0.909, -0.219, -0.289, 0.480, 0.385, 0.383, -0.313, 0.208, 0.064, -0.328, 0.396, 0.234, 0.024, -0.333, 0.576, 0.684, -0.007, -0.574, -0.132, -0.705, -0.328, 0.730, 0.052, -0.626, 0.010, -0.629],
  "relative_energy_kcal_mol": 0.0,
  "orbital_gap_ev": [5.78, 4.03],
  "lumo_energy_ha": [-0.0088, -0.0478],
  "total_charge": -1
}